1.
ORCA calculation (the ωB97M-V functional and the def2-TZVPD basis) on a cluster of 2 separate species, C4H10N2O in total at a distorted geometry.

Structure (ORCA input):
```
! RIJCOSX wB97M-V def2-TZVPD def2/J DEFGRID3
* xyz 0 1
N 1.3016 0.4955 1.3462
C 0.6034 1.6598 0.6902
C 0.1634 1.1142 -0.7217
N -1.1610 0.4980 -0.6930
C -1.2637 -0.7911 -0.1197
C -0.3726 -1.9331 -0.2681
O 0.8378 -1.8811 -0.6853
H 0.6898 -0.3532 1.2049
H 1.0740 0.7446 2.3148
H 1.3121 2.5216 0.5031
H -0.1528 2.1440 1.3039
H 0.8066 0.4907 -1.3643
H -0.0205 2.0121 -1.3237
H -1.6312 1.2433 -0.1488
H -1.4986 2.9698 0.9137
H -2.2829 -1.0414 -0.0066
H -0.7665 -2.9367 0.0291
*
```

Gap between HOMO and LUMO   3.962 eV
HOMO   -7.180 eV
Energy   -9330.3675 eV
Energy above the lowest of the compared OMol25 structures with the same formula, charge and spin   198.8 kcal/mol

Atomic partial charges in e from the Löwdin method, atoms 1 to 6: atom 1 (N): -0.0081, atom 2 (C): -0.2904, atom 3 (C): -0.2113, atom 4 (N): 0.0484, atom 5 (C): -0.0130, atom 6 (C): -0.2120


2.
ORCA calculation (the ωB97M-V functional and the def2-TZVPD basis) on a cluster of 2 separate species, C4H10N2O in total at a distorted geometry.

Structure (ORCA input):
```
! RIJCOSX wB97M-V def2-TZVPD def2/J DEFGRID3
* xyz 0 1
C -0.2659 -0.0402 -0.4991
C -0.3683 0.1709 0.9442
C -1.4022 0.9274 -0.0747
O -2.5808 0.5868 -0.1195
N 0.8853 0.6070 -1.0457
C 2.0477 0.3578 -0.1970
N 1.8232 -0.7715 0.6261
H 1.0003 0.2769 -1.9885
H -0.5246 -0.9992 -0.9289
H -0.6825 -0.6774 1.5208
H 0.3810 0.8058 1.3795
H -1.1648 1.9921 -0.1698
H -3.4877 -1.8035 -0.4242
H 2.9306 0.2838 -0.8394
H 2.1733 1.2474 0.4314
H -3.4681 -1.9445 0.3106
H 2.7034 -1.0195 1.0743
*
```

Gap between HOMO and LUMO   5.432 eV
HOMO   -7.745 eV
Energy   -9330.5301 eV
Energy above the lowest of the compared OMol25 structures with the same formula, charge and spin   195.0 kcal/mol

Atomic partial charges in e from the Löwdin method, atoms 1 to 6: atom 1 (C): -0.2939, atom 2 (C): 0.0119, atom 3 (C): -0.3570, atom 4 (O): 0.0235, atom 5 (N): 0.0083, atom 6 (C): -0.3797


3.
ORCA calculation (the ωB97M-V functional and the def2-TZVPD basis) on the molecule C4H10N2O at a distorted geometry.

Structure (ORCA input):
```
! RIJCOSX wB97M-V def2-TZVPD def2/J DEFGRID3
* xyz 0 1
C -0.3438 0.2122 -1.6082
C -0.5489 0.4910 -0.1164
C -1.2117 -0.7049 0.6416
N -2.5640 -0.2851 0.9473
N 0.8015 0.7726 0.4819
C 1.9934 0.3567 -0.1178
O 2.3746 -0.7859 -0.1863
H -1.3460 0.1294 -2.0350
H 0.1788 -0.7290 -1.6643
H 0.1857 1.0486 -2.0553
H -1.0665 1.4117 0.1312
H -1.0115 -1.6742 0.1569
H -0.6976 -0.7633 1.6156
H -3.0422 -0.9617 1.5400
H -3.2423 -0.1325 0.2106
H 0.9747 1.4742 1.1814
H 2.6914 1.2203 -0.1646
*
```

Gap between HOMO and LUMO   10.029 eV
HOMO   -9.077 eV
SMILES   C[C@@H](CN)NC=O
Energy   -9336.8114 eV
Energy above the lowest of the compared OMol25 structures with the same formula, charge and spin   50.2 kcal/mol

Atomic partial charges in e from the Löwdin method, atoms 1 to 6: atom 1 (C): -0.0542, atom 2 (C): -0.3387, atom 3 (C): -0.2467, atom 4 (N): -0.0236, atom 5 (N): 0.0103, atom 6 (C): -0.3656


4.
ORCA calculation (the ωB97M-V functional and the def2-TZVPD basis) on the molecule C4H10N2O at a distorted geometry.

Structure (ORCA input):
```
! RIJCOSX wB97M-V def2-TZVPD def2/J DEFGRID3
* xyz 0 1
C 0.3691 0.2429 -1.8607
C 0.2082 -0.1381 -0.5904
N -1.0655 -0.4457 -0.0107
C -2.2826 0.2799 -0.3133
N 1.1326 -0.4250 0.3819
C 1.1189 -0.0600 1.7923
O 2.5136 -0.0502 -0.1602
H 1.3566 0.4440 -2.2540
H -0.4879 0.4395 -2.4919
H -1.1015 -0.9097 0.8867
H -2.4264 0.3877 -1.3921
H -2.3108 1.2818 0.1263
H -3.1685 -0.2509 0.0484
H 0.8163 0.9799 1.9414
H 2.1175 -0.1973 2.2151
H 0.4490 -0.7302 2.3392
H 2.7616 -0.8485 -0.6579
*
```

Gap between HOMO and LUMO   8.618 eV
HOMO   -7.760 eV
SMILES   C=C(NC)N(C)O
Energy   -9334.8935 eV
Energy above the lowest of the compared OMol25 structures with the same formula, charge and spin   94.4 kcal/mol

Atomic partial charges in e from the Löwdin method, atoms 1 to 6: atom 1 (C): 0.0424, atom 2 (C): -0.4095, atom 3 (N): -0.0457, atom 4 (C): -0.1135, atom 5 (N): -0.1325, atom 6 (C): -0.0526


5.
ORCA calculation (the ωB97M-V functional and the def2-TZVPD basis) on a structure of composition C4H10N2O at a distorted geometry.

Structure (ORCA input):
```
! RIJCOSX wB97M-V def2-TZVPD def2/J DEFGRID3
* xyz 0 1
C -0.3960 -0.7873 1.6001
C -0.7763 0.2130 0.4204
C 0.3781 0.4399 -0.4414
C 1.4758 1.5474 -0.0341
H -1.3323 -1.2462 2.1534
H 0.0187 -1.5998 1.1204
H 0.4317 -0.3712 2.1187
H -1.0179 1.3519 0.7611
H -2.3882 0.2005 -0.7032
H 2.7173 1.3679 -0.0832
H 0.9913 2.4325 -0.6234
H 1.2499 1.5673 1.0902
H 0.0689 -1.3316 -2.7631
H -0.6695 -1.4224 -1.3632
N 0.8620 -0.2671 -1.3859
N 0.2635 -1.5257 -1.5140
O -1.8770 -0.5692 -0.3530
*
```

Gap between HOMO and LUMO   9.542 eV
HOMO   -8.967 eV
Energy   -9332.7518 eV
Energy above the lowest of the compared OMol25 structures with the same formula, charge and spin   143.8 kcal/mol

Atomic partial charges in e from the Löwdin method, atoms 1 to 6: atom 1 (C): -0.0222, atom 2 (C): -0.2929, atom 3 (C): -0.4096, atom 4 (C): -0.0606, atom 5 (H): 0.1303, atom 6 (H): 0.0315


6.
ORCA calculation (the ωB97M-V functional and the def2-TZVPD basis) on a cluster of 2 separate species, C4H10N2O in total at a distorted geometry.

Structure (ORCA input):
```
! RIJCOSX wB97M-V def2-TZVPD def2/J DEFGRID3
* xyz 0 1
N -2.2423 0.3601 1.0547
C -1.6515 -0.8625 0.5195
C -1.2385 -0.5970 -0.9210
N -0.2069 0.4079 -1.0538
C 1.1938 0.2415 -0.8917
C 1.8274 0.3721 0.4160
O 2.9833 0.2036 0.7192
H -3.2107 0.5159 0.8084
H -2.1519 0.4566 2.0550
H -2.2879 -1.7296 0.7394
H -0.7301 -1.0224 1.0877
H -2.1480 -0.3354 -1.4811
H -0.8471 -1.4281 -1.5296
H -0.5507 1.3539 -0.9649
H 0.7242 -1.4751 -0.4831
H 1.7674 0.4392 -1.7954
H 1.2427 1.0616 1.0765
*
```

Gap between HOMO and LUMO   8.605 eV
HOMO   -8.918 eV
Energy   -9333.3301 eV
Energy above the lowest of the compared OMol25 structures with the same formula, charge and spin   130.5 kcal/mol

Atomic partial charges in e from the Löwdin method, atoms 1 to 6: atom 1 (N): -0.0132, atom 2 (C): -0.2868, atom 3 (C): -0.2825, atom 4 (N): -0.1365, atom 5 (C): -0.0947, atom 6 (C): -0.3503


7.
ORCA calculation (the ωB97M-V functional and the def2-TZVPD basis) on the molecule C4H10N2O at a distorted geometry.

Structure (ORCA input):
```
! RIJCOSX wB97M-V def2-TZVPD def2/J DEFGRID3
* xyz 0 1
N -2.4227 -1.4680 -0.7431
C -2.2427 -0.2556 0.0847
C -0.8136 -0.0053 0.4166
C 0.1893 0.1217 -0.6889
C 1.5276 0.5824 0.0056
N 2.0406 -0.1389 1.0964
O 2.0844 1.6209 -0.3706
H -2.4444 -2.2134 -0.0197
H -1.7436 -1.7323 -1.3973
H -2.5373 0.5831 -0.5039
H -3.0373 -0.2383 0.9026
H -0.7744 0.9502 1.0929
H -0.6215 -0.7632 1.1790
H 0.4550 -0.8585 -1.0957
H -0.1193 0.9761 -1.3495
H 3.0704 -0.0952 1.1890
H 1.7882 -0.9868 1.5863
*
```

Gap between HOMO and LUMO   10.134 eV
HOMO   -9.396 eV
SMILES   NCCCC(N)=O
Energy   -9337.2248 eV
Energy above the lowest of the compared OMol25 structures with the same formula, charge and spin   40.6 kcal/mol

Atomic partial charges in e from the Löwdin method, atoms 1 to 6: atom 1 (N): -0.0007, atom 2 (C): -0.3073, atom 3 (C): -0.2788, atom 4 (C): -0.1099, atom 5 (C): -0.4935, atom 6 (N): 0.1251


8.
ORCA calculation (the ωB97M-V functional and the def2-TZVPD basis) on the molecule C4H10N2O at a distorted geometry.

Structure (ORCA input):
```
! RIJCOSX wB97M-V def2-TZVPD def2/J DEFGRID3
* xyz 0 1
C -1.3438 0.4953 1.0633
N -0.8817 0.2561 -0.2947
O -2.0033 0.3152 -1.1850
C -0.2090 -1.1691 -0.4415
C 1.1272 -1.1667 0.1795
C 2.0089 -0.1525 -0.0342
N 1.6404 1.0098 -0.6425
H -2.1202 -0.2170 1.3576
H -1.7387 1.5098 1.1442
H -0.4784 0.3847 1.7156
H -1.9573 1.1810 -1.6140
H -0.1494 -1.2585 -1.5299
H -0.8783 -1.9320 -0.0326
H 1.3767 -1.9693 0.8546
H 2.9374 -0.1344 0.5298
H 2.2242 1.8011 -0.4135
H 0.4451 1.0464 -0.6570
*
```

Gap between HOMO and LUMO   8.422 eV
HOMO   -7.533 eV
SMILES   CN(O)C/C=C\N
Energy   -9334.9452 eV
Energy above the lowest of the compared OMol25 structures with the same formula, charge and spin   93.2 kcal/mol

Atomic partial charges in e from the Löwdin method, atoms 1 to 6: atom 1 (C): -0.0711, atom 2 (N): -0.2940, atom 3 (O): -0.0476, atom 4 (C): -0.1480, atom 5 (C): -0.1647, atom 6 (C): -0.2516


9.
ORCA calculation (the ωB97M-V functional and the def2-TZVPD basis) on the molecule C4H10N2O at a distorted geometry.

Structure (ORCA input):
```
! RIJCOSX wB97M-V def2-TZVPD def2/J DEFGRID3
* xyz 0 1
C -1.6631 -1.2560 -0.7725
N -0.8460 -1.3881 0.4148
C 0.4141 -0.8684 0.4854
O 1.3244 -1.5996 0.8706
N 0.5962 0.4407 0.1009
C -0.3923 1.4736 0.3713
C 1.9611 0.9070 -0.0597
H -1.1697 -1.7831 -1.5944
H -1.8017 -0.2135 -1.0604
H -2.6340 -1.7153 -0.5722
H -0.8120 -2.3342 0.7738
H -1.3473 1.0660 0.7089
H -0.5385 2.0651 -0.5367
H -0.0138 2.1221 1.1684
H 1.9801 1.7245 -0.7862
H 2.3348 1.2590 0.9066
H 2.6077 0.1003 -0.4183
*
```

Gap between HOMO and LUMO   10.021 eV
HOMO   -9.125 eV
SMILES   CNC(=O)N(C)C
Energy   -9338.0862 eV
Energy above the lowest of the compared OMol25 structures with the same formula, charge and spin   20.8 kcal/mol

Atomic partial charges in e from the Löwdin method, atoms 1 to 6: atom 1 (C): -0.0870, atom 2 (N): -0.0075, atom 3 (C): -0.5674, atom 4 (O): 0.0390, atom 5 (N): -0.1589, atom 6 (C): -0.0645


10.
ORCA calculation (the ωB97M-V functional and the def2-TZVPD basis) on the molecule C4H10N2O.

Structure (ORCA input):
```
! RIJCOSX wB97M-V def2-TZVPD def2/J DEFGRID3
* xyz 0 1
C 1.4755 0.3406 -0.8648
C 0.0370 0.0463 -0.5048
C -0.1344 -0.8370 0.7689
N 0.8598 -1.8997 0.8740
N -0.7117 1.2891 -0.3182
C -2.0599 1.3133 -0.2494
O -2.7621 0.3380 -0.4054
H 1.6082 0.6315 -1.9080
H 2.0542 -0.5654 -0.6878
H 1.8866 1.1380 -0.2438
H -0.4651 -0.4556 -1.3209
H -0.1142 -0.1321 1.6052
H -1.1183 -1.2865 0.7251
H 0.4399 -2.7206 1.2958
H 1.6545 -1.6615 1.4514
H -0.1974 2.1443 -0.1819
H -2.4526 2.3173 -0.0353
*
```

Gap between HOMO and LUMO   10.219 eV
HOMO   -9.309 eV
SMILES   C[C@@H](CN)NC=O
Energy   -9338.0823 eV
Energy above the lowest of the compared OMol25 structures with the same formula, charge and spin   20.9 kcal/mol

Atomic partial charges in e from the Löwdin method, atoms 1 to 6: atom 1 (C): -0.0574, atom 2 (C): -0.3601, atom 3 (C): -0.2291, atom 4 (N): -0.0074, atom 5 (N): 0.0385, atom 6 (C): -0.3714